(1)
16
Properties=species:S:1:pos:R:3:forces:R:3:nbo_charge:R:1 method="wB97M-V/def2-TZVPD" homo_ev=-8.580 de_lowest_kj_mol=428.2 lumo_energy_ha=0.03913 gap_ev=9.64 total_charge=0
H 1.53538 0.30774 -0.75004 0.50 2.04 3.06 0.24
C -0.41278 1.15108 -0.42787 0.02 0.00 -0.16 -0.42
H 1.42334 -1.48134 0.85881 0.02 0.39 -0.20 0.21
C -0.16438 -1.17417 -0.56958 1.11 0.29 -1.84 -0.29
C 0.56876 -0.82817 0.67182 0.06 0.09 0.06 -0.31
C 0.58455 0.33737 1.68914 0.18 -0.47 -0.06 -0.35
H -0.97736 1.82406 0.22926 0.20 -0.19 -0.08 0.21
H -2.15331 -0.22370 -0.27355 0.37 -0.15 0.00 0.21
H 1.36716 0.13886 2.41478 0.00 0.13 -0.10 0.23
H -0.30775 0.78790 2.15224 0.44 -0.02 -0.53 0.22
C -1.21426 -0.10570 -0.83415 0.02 -0.09 -0.27 -0.43
H -1.46629 -0.10499 -1.89363 -0.17 0.11 0.02 0.21
H 0.84798 -0.73002 -1.42565 -2.95 -2.35 1.10 0.10
H -0.11273 1.73492 -1.30062 -0.15 -0.03 0.06 0.21
C 0.87233 0.58918 0.23385 0.52 0.06 -1.05 -0.24
H -0.39063 -2.22303 -0.77480 -0.14 0.20 0.00 0.22

(2)
127
Properties=species:S:1:pos:R:3:forces:R:3:mulliken_spin:R:1 method="wB97M-V/def2-TZVPD" homo_ev="-16.957 / -16.663" multiplicity=2 lumo_energy_ha="-0.43607 / -0.51000" s2=0.7714 gap_ev="5.09 / 2.79" total_charge=+4
C 2.57902 0.80186 -1.51091 -0.40 -0.16 0.17 0.00
P 1.25381 -1.71493 1.35797 0.32 -0.15 0.81 0.00
C -0.38156 -1.63121 3.72606 0.14 -0.14 0.11 0.02
C -4.55224 -2.55683 -1.74120 0.10 0.20 0.04 0.00
C 0.20596 3.08269 1.16339 -0.05 -0.12 0.02 0.02
C -1.47237 -0.87322 3.21914 0.05 0.37 -0.37 0.13
C 0.52385 -4.35373 0.78305 -0.04 -0.03 0.04 0.00
C -0.14389 3.05281 -2.21660 -0.10 0.01 0.01 0.00
C 1.67674 -2.92173 3.75710 -0.04 0.00 -0.02 -0.04
C -2.53779 3.13637 -1.86597 0.01 -0.04 0.04 0.00
H -2.10725 -3.13426 -2.75156 -0.01 0.09 -0.02 0.00
C -2.55136 2.30397 1.11658 0.08 -0.01 -0.07 0.14
C -2.68993 3.70381 -3.12195 -0.06 0.01 0.00 0.00
C 3.76456 1.31542 -2.17172 0.56 0.27 -0.24 0.00
H 2.28245 -3.86448 5.59112 -0.01 -0.01 -0.01 0.00
H 2.05807 5.91141 1.18766 -0.02 0.00 0.00 0.00
C 5.56858 -0.41154 2.17982 0.01 0.02 -0.01 0.00
P -0.97809 2.09443 0.22806 0.21 -0.07 0.86 -0.01
C -6.61226 3.13347 2.24460 -0.16 0.12 0.05 -0.01
C 1.35703 3.32692 3.26799 0.04 0.02 0.01 0.00
H 2.36484 0.63715 2.50448 0.06 -0.02 0.04 0.00
H 4.25851 2.16168 -4.08060 0.01 0.01 0.01 0.00
H -2.17559 4.41110 1.14923 -0.02 0.03 0.01 -0.01
C -1.33801 -2.83258 -2.04088 0.01 -0.10 0.05 0.00
C -3.32361 -0.38643 -1.99416 0.32 -0.08 0.15 0.00
H 2.54519 -3.29668 3.22828 0.03 -0.01 0.04 0.00
C 3.35120 1.91966 -3.52933 -0.14 -0.07 0.03 0.00
H 1.58074 2.97594 4.26698 -0.01 0.00 0.00 0.00
C -2.42538 -0.57946 5.45254 -0.05 0.02 -0.02 0.05
C 0.75936 -2.13434 3.05399 -0.12 -0.01 -0.16 0.10
C -0.75015 -0.38414 -3.64627 0.31 0.13 0.20 0.00
H -0.08962 -3.82399 7.54068 -0.03 0.01 -0.05 0.01
H 6.18597 -2.24009 1.23957 0.01 0.01 0.02 0.00
H 0.03908 1.69112 2.80543 -0.01 0.05 0.08 -0.01
H 0.53956 4.64103 -0.28890 0.01 0.05 0.06 0.00
C -3.33652 -0.12884 1.41204 0.30 0.23 -0.05 0.13
H 5.04032 -0.29407 -1.42238 0.00 0.00 0.01 0.00
H 0.84142 2.80041 -1.85187 0.10 0.03 -0.06 0.00
H 0.55711 3.83913 -4.08310 -0.02 0.00 0.01 0.00
C 5.35034 -1.60987 1.51500 0.04 -0.06 -0.02 0.00
H -7.15496 3.76525 1.53639 0.03 -0.01 -0.02 0.01
H -1.70594 4.40810 -4.89239 0.00 0.01 0.01 0.00
H -7.55362 1.36904 3.17861 0.01 -0.01 -0.01 0.01
H 3.63333 3.17241 -1.01154 0.03 0.01 -0.03 0.00
H 1.37665 -6.42166 -1.75803 -0.01 0.00 0.00 0.00
H -4.40134 5.08129 1.90897 -0.01 -0.01 -0.01 0.00
H -3.33605 0.50271 -2.62372 0.02 0.05 0.02 0.00
C -5.89865 0.85180 1.91808 0.09 0.10 0.00 0.09
H -6.76162 3.60412 3.22039 0.05 0.00 0.00 0.01
C 0.77291 4.26788 0.70095 -0.03 -0.02 -0.02 0.00
H -1.40076 -0.84185 -4.39160 -0.08 -0.05 0.09 0.00
C 4.37230 2.41145 -1.27053 -0.09 -0.05 -0.01 0.00
H 2.76774 1.21691 -4.12595 0.03 0.01 -0.02 0.00
C 0.47270 -2.70296 5.80256 -0.12 0.13 -0.17 0.05
H -2.06462 -2.51850 7.69791 -0.01 0.00 -0.05 0.01
C -4.71934 -1.37803 -3.83245 0.19 0.12 0.13 0.00
H -0.75632 0.69563 -3.77032 -0.03 0.07 0.04 0.00
C -0.45162 -1.90808 5.10468 0.05 -0.06 -0.04 -0.03
C 1.90960 4.51868 2.81094 0.00 -0.03 0.01 0.00
H -6.52245 -1.22285 1.95380 -0.01 0.02 0.01 0.00
H 2.55676 -4.38702 -2.51947 -0.04 -0.01 -0.02 0.00
C 1.54273 -3.24073 5.10644 0.04 -0.03 0.04 0.06
C -1.57916 3.95587 -3.91756 -0.03 -0.01 0.01 0.00
H -4.21644 -2.05385 1.61774 -0.01 0.03 -0.01 0.00
C -4.18688 4.03245 1.74747 0.11 0.17 0.00 0.09
H 0.04785 -6.38564 0.32569 0.04 -0.02 0.01 0.00
H 4.36232 -0.60363 -3.03654 0.01 0.01 -0.02 0.00
H 0.86749 -2.41965 7.89386 0.01 0.02 -0.05 0.01
H -1.51930 -3.29892 -1.07651 -0.01 0.07 -0.01 0.00
H -6.66936 -4.14354 -3.84718 -0.01 0.00 0.01 0.00
C 0.50518 2.60759 2.44770 -0.04 -0.03 -0.12 0.01
C 1.90958 -3.21050 -0.85150 0.01 0.05 0.06 0.00
C -2.42648 -0.33708 4.07803 -0.10 0.05 0.23 0.00
H 0.26295 -0.76279 -3.77910 -0.02 0.00 -0.01 0.00
H -4.44254 -0.54375 -4.46813 -0.05 0.01 0.00 0.00
C 3.20316 0.00318 2.22632 -0.07 -0.02 0.00 0.00
C 0.07344 -2.78620 7.23836 0.09 -0.08 0.25 -0.01
Re -0.02685 -0.10387 0.06819 -0.71 0.69 -0.34 0.03
C -4.41405 -0.98739 1.60856 -0.15 -0.19 0.01 -0.01
H -4.11935 -2.64377 -0.74812 -0.05 -0.04 0.00 0.00
C -3.49793 1.28038 1.38796 -0.08 0.02 -0.06 0.01
H 2.41891 -2.31049 -1.18133 0.06 -0.08 -0.01 0.00
H -1.10759 -1.11645 8.06655 0.02 0.02 -0.04 0.01
C 1.97739 -4.36956 -1.60564 0.04 0.02 -0.04 0.00
H -7.88837 1.50918 1.47717 0.02 -0.02 -0.01 0.01
H 2.55604 5.09495 3.45969 0.01 -0.01 -0.01 0.00
H -3.22557 0.27065 3.67680 0.05 -0.01 0.08 -0.01
As -1.40436 -0.90237 -1.89351 -0.59 -0.63 -0.32 0.00
H 5.18404 2.89035 -1.81732 -0.01 -0.02 0.00 0.00
H 3.89665 -2.97940 0.74090 0.04 0.00 -0.02 0.00
C -5.43669 -3.51309 -2.20386 -0.06 -0.09 -0.11 0.00
C -5.70995 -0.52055 1.82259 0.06 -0.08 0.00 0.06
H -3.19327 -0.14179 6.07619 0.02 0.00 0.01 0.00
O -1.86428 -2.28683 1.05334 -0.44 -0.30 0.42 0.01
C 2.98034 -1.21496 1.57812 -0.14 0.15 -0.19 0.01
C -4.19468 -1.46918 -2.54443 -0.25 -0.18 -0.09 0.01
C 1.21577 -3.21511 0.36781 -0.12 0.51 -0.35 0.00
H -6.02841 -2.24941 -5.28896 0.02 0.02 0.00 0.00
C -4.79860 1.71174 1.71525 0.04 0.08 0.02 -0.03
H 5.66703 0.56799 -2.83212 -0.01 0.02 0.00 0.00
C 4.76585 0.16262 -2.37397 -0.10 -0.07 0.06 0.00
C 4.05866 -2.02309 1.21904 -0.10 -0.01 0.05 0.00
H 4.77639 1.98343 -0.35695 0.03 -0.03 0.11 0.00
C -5.97460 -3.39937 -3.48283 0.08 0.06 -0.01 0.00
C -7.10828 1.67044 2.22678 -0.10 -0.01 0.01 -0.01
C -1.45099 -1.41729 5.96906 0.02 -0.01 -0.13 0.07
H -0.03370 -4.35260 1.70988 -0.03 0.01 -0.01 0.00
H 6.57824 -0.10624 2.42211 -0.01 -0.01 0.02 0.00
H -3.40817 2.96446 -1.24646 -0.03 -0.02 -0.03 0.00
H -0.35970 -3.11996 -2.41943 0.04 0.08 0.02 0.00
H -3.67923 3.96318 -3.47542 0.01 0.00 0.00 0.00
C -0.30565 3.63405 -3.46223 0.06 -0.03 -0.02 0.00
C -1.20938 -1.93365 7.34785 -0.05 0.00 0.15 -0.01
C -5.61087 -2.33382 -4.29475 -0.06 -0.17 -0.04 0.00
H -3.63967 -0.11776 -0.98888 0.04 0.09 -0.01 0.01
C -2.91464 3.63994 1.33622 -0.12 -0.02 0.05 -0.05
H -5.71271 -4.35286 -1.57980 0.01 0.02 0.02 0.00
C -1.25895 2.82034 -1.40253 0.21 -0.33 0.00 0.01
H 4.66539 1.31759 3.07850 -0.01 0.01 -0.04 0.00
C 1.62383 4.98221 1.53273 0.04 0.04 -0.03 0.00
S -1.71933 -0.87002 1.43833 -0.06 -0.46 -0.50 -0.02
C -5.16259 3.05628 1.89819 -0.01 -0.31 -0.04 0.07
H 2.78288 2.84120 -3.39539 0.00 -0.03 0.00 0.00
C 0.57640 -5.49790 0.00537 -0.01 0.00 0.04 0.00
N 1.61862 0.42993 -0.99203 0.86 0.14 -0.68 0.00
C 4.49295 0.39313 2.54213 0.02 0.08 -0.02 0.00
C 1.31584 -5.51305 -1.17338 0.00 0.01 -0.03 0.00

(3)
15
Properties=species:S:1:pos:R:3:forces:R:3:nbo_charge:R:1 method="wB97M-V/def2-TZVPD" homo_ev=-12.127 de_lowest_kj_mol=511.6 lumo_energy_ha=-0.16419 gap_ev=7.66 total_charge=+1
H -2.14750 1.22499 -1.18545 -0.09 0.93 -0.51 0.42
C 1.51048 -0.51836 -0.39602 -2.15 -2.56 1.55 -1.02
C -2.13582 -0.47744 -0.15507 -1.07 -1.36 -0.49 -0.44
H 1.06698 -1.53125 -0.02861 1.61 1.78 0.15 0.25
N -1.55171 0.73484 -0.55246 0.31 2.36 0.11 -0.42
H 0.26704 0.50187 0.38756 -1.01 1.29 0.19 0.26
H 4.04645 -0.55274 0.32567 -1.23 0.81 -0.39 0.10
H 2.53589 0.13257 1.55740 1.03 0.69 -2.25 0.16
H -1.86711 -1.32950 -0.71715 1.00 -0.88 -0.99 0.23
H -0.40715 2.33227 -0.06359 0.34 1.66 -0.56 0.21
C -0.59702 1.32128 0.09033 0.72 -3.61 -0.32 0.04
H -3.20502 -0.43390 -0.39640 0.07 0.22 1.01 0.24
H -1.81626 -0.63374 0.83362 -0.50 -0.53 1.44 0.23
H 1.21522 -0.50586 -1.38386 0.17 0.77 -2.31 0.23
S 2.86274 0.28648 0.10906 0.80 -1.58 3.36 0.49

(4)
11
Properties=species:S:1:pos:R:3:forces:R:3:nbo_charge:R:1 method="wB97M-V/def2-TZVPD" homo_ev=-10.302 de_lowest_kj_mol=343.8 lumo_energy_ha=-0.00502 smiles="C=N[C@@H](N)C#N" gap_ev=10.17 total_charge=0
N -0.88919 0.58348 -2.86727 0.56 -0.42 1.47 -0.29
C -0.49957 0.38989 -1.79169 -0.77 0.85 -0.48 0.26
H 1.89421 -0.19864 -1.10905 -0.03 -0.21 -0.01 0.37
H -0.68068 -1.14555 2.29700 -0.64 -0.85 0.18 0.18
H -1.52757 0.27782 1.50179 1.04 0.41 0.12 0.18
C -0.84623 -0.58359 1.39302 -1.26 -1.95 0.21 -0.05
C -0.00276 0.20783 -0.39469 -0.19 1.78 0.86 -0.03
H 1.82256 0.24131 0.47947 0.07 0.02 -0.13 0.36
H -0.20925 0.88068 0.59240 -0.27 0.84 -3.66 0.21
N 1.42752 0.40015 -0.44095 0.27 -0.44 0.00 -0.79
N -0.47043 -1.01343 0.24021 1.23 -0.03 1.44 -0.39

Number 1: E_tot -234.43943 a.u.. Number 2: E_tot -5921.01564 a.u.. Number 3: E_tot -572.80432 a.u.. Number 4: E_tot -281.45909 a.u..